No. 1
Here is one molecule with the formula C3H5NO2 from OMol25. Energies are from ωB97M-V with the def2-TZVPD basis set.

Computed properties:
- energy (eV) = -8774.79789
- orbital gap (eV) = 9.9231
- HOMO energy (eV) = -9.010
- ΔE to the lowest compared entry with this formula, charge and spin (kcal/mol) = 66.8

The geometry in ORCA input format:
```
! wB97M-V def2-TZVPD RIJCOSX def2/J DEFGRID3
* xyz 0 1
N 1.171 1.927 0.130
C 0.309 0.935 0.223
O 0.636 -0.073 -0.615
C -0.020 -1.200 -0.028
C -1.521 -1.006 -0.131
O -2.316 -1.513 0.618
H 1.047 2.644 0.823
H 1.941 2.000 -0.529
H 0.242 -1.276 1.033
H 0.336 -2.088 -0.550
H -1.825 -0.352 -0.975
*
```



No. 2
Here is one molecule with the formula C3H5NO2 from OMol25. Energies are from ωB97M-V with the def2-TZVPD basis set.

Computed properties:
- energy (eV) = -8772.15710
- orbital gap (spin up / spin down) (eV) = 7.3085 / 9.0891
- HOMO energy (spin up / spin down) (eV) = -9.506 / -10.606
- ΔE to the lowest compared entry with this formula, charge and spin (kcal/mol) = 127.7

The geometry in ORCA input format:
```
! wB97M-V def2-TZVPD RIJCOSX def2/J DEFGRID3
* xyz 0 1
C -0.802 0.266 1.297
C -0.811 -0.263 0.009
N -0.617 -1.551 -0.137
O -0.476 0.613 -0.968
C 1.017 0.458 -0.766
O 1.409 -0.717 -1.035
H -0.867 -0.396 2.155
H -0.885 1.339 1.440
H 1.028 0.705 0.398
H -0.515 -1.755 -1.132
H 1.520 1.302 -1.261
*
```



No. 3
Here is one molecule with the formula C3H5NO2 from OMol25. Energies are from ωB97M-V with the def2-TZVPD basis set.

Computed properties:
- SMILES string = [H]/N=C/OCC=O
- energy (eV) = -8776.01357
- orbital gap (eV) = 10.5825
- HOMO energy (eV) = -9.770
- ΔE to the lowest compared entry with this formula, charge and spin (kcal/mol) = 38.8

The geometry in ORCA input format:
```
! wB97M-V def2-TZVPD RIJCOSX def2/J DEFGRID3
* xyz 0 1
H -0.122 -2.158 1.407
N 0.035 -1.324 0.849
C -1.018 -0.627 0.849
O -1.144 0.538 0.194
C 0.058 1.103 -0.335
C 1.028 0.154 -1.038
O 2.213 0.377 -1.017
H -1.948 -0.863 1.368
H 0.613 1.621 0.453
H -0.289 1.829 -1.078
H 0.574 -0.650 -1.651
*
```